Record 1
The following is a DFT calculation (wB97M-V/def2-TZVPD) of the molecule CHNO3S at a distorted geometry.

As for the relative energy (zero: lowest compared OMol25 entry of this formula, charge and spin): 4.712 eV. The molar mass comes out at 107.1 g mol⁻¹. The LUMO energy is 0.000 hartree. Its SMILES is O=C1NOOS1. The calculation puts the gap between HOMO and LUMO at 9.640 eV. Its spin multiplicity is 1. The value obtained for the total energy is -717.19400 Ha.

Geometry (Å):
O  1.1108  1.1973  -1.2751
C  0.4868  0.4352  -0.6618
N  -0.6450  0.6515  0.1931
O  -1.1819  -0.6181  0.4776
O  -0.0473  -1.5242  0.7538
S  0.8399  -1.3991  -0.6191
H  -0.5633  1.2574  1.1315

Results of the natural (NBO) charge analysis, in e, for atoms 1 through 4: O -0.49; C 0.53; N -0.38; O -0.11

Record 2
The following is a DFT calculation (wB97M-V/def2-TZVPD) of the molecule CHNO3S at a distorted geometry.

As for the relative energy (zero: lowest compared OMol25 entry of this formula, charge and spin): 4.317 eV. The molar mass comes out at 107.1 g mol⁻¹. The LUMO energy (spin up / spin down) is -0.054 / -0.023 hartree. The calculation puts the gap between HOMO and LUMO (spin up / spin down) at 7.190 / 8.707 eV. Its spin multiplicity is 1. The value obtained for the total energy is -717.20849 Ha.

Geometry (Å):
C  -0.1322  0.5033  1.2891
N  -0.1511  0.8294  0.0182
O  -0.4035  1.0423  2.3115
O  0.2350  -0.0161  -0.9923
O  0.8302  -2.4550  -1.4416
S  -0.2604  -1.7029  -0.8628
H  -0.1179  1.7991  -0.3221

Results of the natural (NBO) charge analysis, in e, for atoms 1 through 4: C 0.55; N -0.36; O -0.49; O -0.53

Record 3
The following is a DFT calculation (wB97M-V/def2-TZVPD) of a cluster of 2 separate species, CHNO3S3 in total at a distorted geometry.

As for the relative energy (zero: lowest compared OMol25 entry of this formula, charge and spin): 1.431 eV. The molar mass comes out at 171.2 g mol⁻¹. The LUMO energy is -0.049 hartree. The calculation puts the gap between HOMO and LUMO at 7.869 eV. Its spin multiplicity is 1. The value obtained for the total energy is -1513.65188 Ha.

Geometry (Å):
C  -0.3716  1.2387  -0.4908
N  -0.3121  0.0907  2.1229
O  0.7066  -1.3605  -2.5254
O  0.0879  -1.7443  -0.2207
O  -1.1996  0.7840  -1.1703
S  0.6361  2.5272  -0.0572
S  0.5608  0.3753  0.8798
S  -0.1294  -2.0193  -1.6088
H  0.0214  0.1081  3.0704

Results of the natural (NBO) charge analysis, in e, for atoms 1 through 4: C 0.23; N -0.99; O -0.82; O -0.87

Record 4
The following is a DFT calculation (wB97M-V/def2-TZVPD) of a structure of composition CHNO3S3 at a distorted geometry.

As for the relative energy (zero: lowest compared OMol25 entry of this formula, charge and spin): 1.746 eV. The molar mass comes out at 171.2 g mol⁻¹. The LUMO energy is -0.034 hartree. The calculation puts the gap between HOMO and LUMO at 9.637 eV. Its spin multiplicity is 1. The value obtained for the total energy is -1513.64029 Ha.

Geometry (Å):
C  2.1655  -1.0640  -0.2359
N  2.0283  -1.4693  -1.3018
O  3.3826  1.8008  -0.3526
O  1.0277  1.1829  -1.0310
O  -0.8217  1.7068  0.5972
S  -0.5437  0.8073  -0.5360
S  2.3344  -0.3226  1.2631
S  2.0717  1.6147  0.1790
H  -0.0686  -0.4405  0.0424

Results of the natural (NBO) charge analysis, in e, for atoms 1 through 4: C -0.01; N -0.30; O -0.85; O -0.89

Record 5
The following is a DFT calculation (wB97M-V/def2-TZVPD) of a cluster of 2 separate species, CHNO4S in total at a distorted geometry.

As for the relative energy (zero: lowest compared OMol25 entry of this formula, charge and spin): 1.369 eV. The molar mass comes out at 123.1 g mol⁻¹. The total charge is -2. The LUMO energy is 0.188 hartree. The calculation puts the gap between HOMO and LUMO at 3.373 eV. Its spin multiplicity is 1. The value obtained for the total energy is -792.54726 Ha.

Geometry (Å):
C  -1.2604  1.1796  -0.2139
N  -1.2510  2.0142  -1.0337
O  -1.4636  -1.4646  -0.9583
O  -1.1143  0.3062  0.7191
O  -1.0732  -2.0716  1.3226
O  -3.1705  -1.0239  0.6353
S  -1.7884  -1.2299  0.3964
H  11.1214  2.2900  -0.8675

Results of the natural (NBO) charge analysis, in e, for atoms 1 through 4: C 0.58; N -0.49; O -1.00; O -0.69

Record 6
The following is a DFT calculation (wB97M-V/def2-TZVPD) of a structure of composition CHNO5P at a distorted geometry.

As for the relative energy (zero: lowest compared OMol25 entry of this formula, charge and spin): 0.452 eV. The molar mass comes out at 138.0 g mol⁻¹. The total charge is -1. The LUMO energy is 0.144 hartree. The calculation puts the gap between HOMO and LUMO at 9.803 eV. Its spin multiplicity is 1. The value obtained for the total energy is -811.12353 Ha.

Geometry (Å):
C  2.0255  0.1270  0.5023
N  1.2007  -0.7263  0.3532
O  0.2494  0.7747  -1.7812
O  -0.7843  1.0193  0.5950
O  -1.9203  -1.2020  0.3695
O  2.7352  1.0205  0.6860
O  -1.1920  -0.9747  -0.7970
P  -0.1356  0.2511  -0.4461
H  -2.1785  -0.2898  0.5184

Results of the natural (NBO) charge analysis, in e, for atoms 1 through 4: C 0.81; N -0.82; O -1.13; O -1.17

Record 7
The following is a DFT calculation (wB97M-V/def2-TZVPD) of the molecule CHNOS at a distorted geometry.

As for the relative energy (zero: lowest compared OMol25 entry of this formula, charge and spin): 4.036 eV. The molar mass comes out at 75.1 g mol⁻¹. The LUMO energy (spin up / spin down) is -0.032 / -0.053 hartree. The calculation puts the gap between HOMO and LUMO (spin up / spin down) at 9.260 / 6.356 eV. Its spin multiplicity is 1. The value obtained for the total energy is -566.68210 Ha.

Geometry (Å):
C  0.8496  0.4156  -0.2970
N  -1.0134  -0.0052  0.5939
O  -0.2957  0.9237  -0.2324
S  1.8702  -0.7195  -0.0028
H  -1.4108  -0.6145  -0.0617

Results of the natural (NBO) charge analysis, in e, for atoms 1 through 4: C 0.23; N -0.31; O -0.35; S 0.16

Record 8
The following is a DFT calculation (wB97M-V/def2-TZVPD) of the molecule CHNS4 at a distorted geometry.

As for the relative energy (zero: lowest compared OMol25 entry of this formula, charge and spin): 0.185 eV. The molar mass comes out at 155.3 g mol⁻¹. The LUMO energy is -0.021 hartree. Its SMILES is S=C=NSSS. The calculation puts the gap between HOMO and LUMO at 8.301 eV. Its spin multiplicity is 1. The value obtained for the total energy is -1686.18164 Ha.

Geometry (Å):
S  1.1184  -0.6789  2.4203
C  0.9281  0.8436  2.2317
N  0.5615  1.9965  2.2092
S  0.1811  3.0479  0.9374
S  -1.0510  2.0823  -0.3876
S  0.2804  0.6173  -1.1223
H  0.2008  -0.5634  -0.3930

Results of the natural (NBO) charge analysis, in e, for atoms 1 through 4: S 0.07; C 0.22; N -0.65; S 0.36

Record 9
The following is a DFT calculation (wB97M-V/def2-TZVPD) of the ion CHO2S2 with charge -1 at a distorted geometry.

As for the relative energy (zero: lowest compared OMol25 entry of this formula, charge and spin): 1.692 eV. The molar mass comes out at 109.2 g mol⁻¹. The total charge is -1. The LUMO energy is 0.130 hartree. Its SMILES is OC(=S)O[S-]. The calculation puts the gap between HOMO and LUMO at 7.047 eV. Its spin multiplicity is 1. The value obtained for the total energy is -985.57539 Ha.

Geometry (Å):
O  -1.4867  0.2946  -0.2724
C  -0.0547  0.1327  -0.0193
S  1.1248  0.6777  -1.1320
O  0.1986  -0.6668  0.9371
S  1.7051  -1.3056  1.6436
H  -1.4872  0.8675  -1.1569

Results of the natural (NBO) charge analysis, in e, for atoms 1 through 4: O -0.72; C 0.56; S -0.41; O -0.60

Record 10
The following is a DFT calculation (wB97M-V/def2-TZVPD) of a cluster of 2 separate species, CHO3PS2 in total at a distorted geometry.

As for the relative energy (zero: lowest compared OMol25 entry of this formula, charge and spin): 3.687 eV. The molar mass comes out at 156.1 g mol⁻¹. The total charge is -2. The LUMO energy (spin up / spin down) is 0.192 / 0.192 hartree. The calculation puts the gap between HOMO and LUMO (spin up / spin down) at 5.074 / 5.075 eV. Its spin multiplicity is 1. The value obtained for the total energy is -1402.12726 Ha.

Geometry (Å):
C  -2.8261  1.2836  -1.8445
O  1.4725  -0.0044  0.6867
O  -2.2042  1.9345  -2.6448
O  -2.7305  -0.9424  0.1943
P  -1.9919  -0.3267  -0.9790
S  -4.2631  1.5075  -1.0064
S  -1.6238  -1.6774  -2.3626
H  1.7828  -0.9896  0.7158

Results of the natural (NBO) charge analysis, in e, for atoms 1 through 4: C 0.12; O -1.34; O -0.59; O -1.03

Record 11
The following is a DFT calculation (wB97M-V/def2-TZVPD) of a cluster of 2 separate species, CHO4PS in total at a distorted geometry.

As for the relative energy (zero: lowest compared OMol25 entry of this formula, charge and spin): 7.049 eV. The molar mass comes out at 140.1 g mol⁻¹. The total charge is -2. The LUMO energy (spin up / spin down) is 0.221 / 0.221 hartree. The calculation puts the gap between HOMO and LUMO (spin up / spin down) at 5.904 / 5.906 eV. Its spin multiplicity is 1. The value obtained for the total energy is -1079.06348 Ha.

Geometry (Å):
C  0.3232  0.1717  0.1914
O  -2.1932  -0.2508  0.7167
O  -0.9251  -0.4314  -1.5446
O  -0.6695  -2.3640  0.1311
O  1.5809  2.3563  -0.3516
P  -1.1266  -0.9871  -0.1233
S  0.6782  1.2820  -0.9240
H  2.3322  0.2234  1.9043

Results of the natural (NBO) charge analysis, in e, for atoms 1 through 4: C -0.42; O -1.17; O -1.09; O -1.17

Record 12
The following is a DFT calculation (wB97M-V/def2-TZVPD) of the ion CHO6S with charge -1 at a distorted geometry.

As for the relative energy (zero: lowest compared OMol25 entry of this formula, charge and spin): 3.740 eV. The molar mass comes out at 141.1 g mol⁻¹. The total charge is -1. The LUMO energy is 0.137 hartree. Its SMILES is O=C(OO)S(=O)(=O)[O-]. The calculation puts the gap between HOMO and LUMO at 9.487 eV. Its spin multiplicity is 1. The value obtained for the total energy is -888.31226 Ha.

Geometry (Å):
O  -0.6532  -1.2284  -0.8359
C  -0.1793  -0.2756  -0.2767
O  0.9498  0.4953  -0.9971
O  1.2185  -0.0721  -2.1752
S  -0.4690  0.3975  1.3925
O  0.0271  -0.6671  2.2326
O  0.3672  1.5583  1.3020
O  -1.8973  0.5725  1.5311
H  0.6362  -0.7804  -2.1732

Results of the natural (NBO) charge analysis, in e, for atoms 1 through 4: O -0.59; C 0.44; O -0.27; O -0.45